No. 1
The following is a DFT calculation (ωB97M-V with the def2-TZVPD basis set) of a 2-piece molecular cluster, C8H16N2O2 overall at a distorted geometry.

The charge is +2. The HOMO energy is -15.7902 eV. For the gap between HOMO and LUMO, the calculation gives 0.3476 hartree. Its energy above the lowest of the compared OMol25 structures with the same formula, charge and spin is 49.1 kcal/mol. The value obtained for the lowest unoccupied orbital energy is -0.2327 hartree.

Last column: Löwdin charge in e.
CARTESIAN COORDINATES (ANGSTROEM)
C: -1.972 -1.368 2.170  0.22
C: -1.682 -0.359 1.536  -0.11
C: 0.231 1.569 2.021  -0.32
C: 2.188 1.507 3.053  0.02
C: -0.195 -0.842 -0.907  -0.18
C: -0.781 0.585 -0.611  -0.12
C: 0.473 -0.906 -2.329  -0.13
C: -1.334 0.805 0.795  -0.28
N: 0.956 -2.295 -2.681  0.21
N: -2.191 1.948 1.133  0.23
O: -0.094 2.603 2.524  0.14
O: 1.298 0.854 2.098  0.03
H: -2.340 -2.282 2.547  0.06
H: 1.816 1.407 4.085  0.13
H: 2.381 2.441 2.704  0.06
H: 3.228 1.028 2.955  0.14
H: -0.938 -1.618 -0.761  0.12
H: 0.475 -1.066 -0.211  0.06
H: -1.624 0.807 -1.479  0.19
H: -0.086 1.324 -0.924  0.10
H: 1.347 -0.089 -2.296  0.19
H: -0.342 -0.453 -2.938  0.14
H: 1.888 -2.163 -3.170  0.21
H: 0.358 -2.787 -3.332  0.17
H: 1.018 -2.833 -1.792  0.19
H: -3.124 1.664 1.378  0.18
H: -1.940 2.627 0.466  0.16
H: -1.886 2.398 2.091  0.20

Atoms 1-6, force components in eV/Å:
0.6 2.5 -1.9
-1.0 -2.5 1.3
-2.3 -0.6 -1.8
2.9 -3.3 1.1
-2.2 1.1 -2.4
-2.8 -0.3 -3.0

No. 2
The following is a DFT calculation (ωB97M-V with the def2-TZVPD basis set) of C33H26BCl3F5N4O2PRuS3Si as an isolated structure at a distorted geometry.

The multiplicity is 6. The charge is -1. The HOMO energy (spin up / spin down) is -4.4536 / -4.9143 eV. For the gap between HOMO and LUMO (spin up / spin down), the calculation gives 0.2536 / 0.2125 hartree. Its energy above the lowest of the compared OMol25 structures with the same formula, charge and spin is 15.0 kcal/mol. The value obtained for the lowest unoccupied orbital energy (spin up / spin down) is 0.0900 / 0.0319 hartree. The expectation value of S² is 8.77.

Last column: Löwdin charge in e.
CARTESIAN COORDINATES (ANGSTROEM)
Ru: -0.496 0.666 0.390  0.80
F: 1.287 -0.924 7.247  0.09
C: 1.311 -0.232 6.090  -0.16
C: 0.301 -0.397 5.146  -0.16
F: -0.696 -1.252 5.400  0.12
C: 0.355 0.296 3.952  -0.25
F: -0.597 0.074 3.023  -0.05
C: 1.392 1.200 3.652  -0.57
S: 1.481 2.045 2.174  0.68
C: 2.398 1.340 4.630  -0.25
F: 3.443 2.156 4.396  0.06
C: 2.365 0.638 5.821  -0.16
F: 3.355 0.765 6.727  0.09
O: -3.877 -1.037 2.046  0.06
C: -3.381 -1.077 0.935  -0.65
O: -2.118 -1.057 0.663  -0.28
C: -4.214 -1.205 -0.312  -0.18
C: -5.566 -1.516 -0.287  -0.01
C: -6.251 -1.664 -1.479  -0.08
C: -5.587 -1.510 -2.688  -0.08
C: -4.244 -1.183 -2.713  -0.07
C: -3.551 -1.013 -1.522  -0.32
P: -1.774 -0.613 -1.474  0.98
C: -1.616 0.082 -3.195  -0.39
C: -2.457 1.169 -3.450  -0.14
C: -2.423 1.830 -4.660  -0.08
C: -1.514 1.441 -5.631  -0.10
C: -0.647 0.394 -5.375  -0.09
C: -0.695 -0.285 -4.168  -0.10
C: -1.032 -2.269 -1.608  -0.33
C: 0.325 -2.381 -1.896  -0.19
C: 0.920 -3.626 -1.981  -0.09
C: 0.178 -4.771 -1.747  -0.09
C: -1.167 -4.663 -1.435  -0.08
C: -1.775 -3.422 -1.375  -0.06
H: -6.059 -1.654 0.664  0.12
H: -7.303 -1.913 -1.479  0.10
H: -6.114 -1.645 -3.623  0.10
H: -3.731 -1.062 -3.656  0.11
H: -3.154 1.485 -2.686  0.05
H: -3.098 2.654 -4.844  0.10
H: -1.486 1.952 -6.583  0.09
H: 0.076 0.099 -6.123  0.10
H: -0.022 -1.113 -4.003  0.09
H: 0.922 -1.487 -2.024  0.07
H: 1.973 -3.702 -2.215  0.10
H: 0.647 -5.745 -1.805  0.10
H: -1.747 -5.554 -1.238  0.10
H: -2.824 -3.355 -1.126  0.11
C: 0.989 4.788 -0.659  -0.06
N: 2.064 3.851 -0.514  -0.13
C: 3.292 4.112 0.027  -0.06
C: 3.997 2.955 -0.017  -0.08
N: 3.215 1.986 -0.567  -0.01
B: 3.580 0.483 -0.686  -0.47
N: 3.654 -0.071 0.765  0.00
C: 4.727 0.053 1.591  -0.07
C: 4.516 -0.688 2.706  -0.05
N: 3.283 -1.267 2.567  -0.11
C: 2.704 -2.251 3.435  -0.03
C: 2.756 -0.846 1.384  -0.69
S: 1.197 -1.282 0.865  0.71
C: 2.033 2.541 -0.853  -0.76
S: 0.713 1.798 -1.651  0.65
H: 0.985 5.465 0.193  0.09
H: 0.044 4.246 -0.682  0.01
H: 1.090 5.363 -1.583  0.10
H: 3.554 5.077 0.407  0.12
H: 4.991 2.746 0.313  0.11
H: 4.662 0.391 -1.176  0.07
H: 2.730 -0.085 -1.283  0.03
H: 5.572 0.644 1.314  0.11
H: 5.118 -0.829 3.578  0.12
H: 2.828 -1.957 4.477  0.09
H: 3.181 -3.223 3.279  0.10
H: 1.646 -2.342 3.190  0.06
Cl: -2.090 4.616 0.999  0.13
Si: -1.991 2.494 1.189  -0.59
Cl: -3.587 1.984 -0.180  0.24
Cl: -2.961 2.286 3.015  0.19

Atoms 1-6, force components in eV/Å:
1.1 -0.5 -0.2
0.0 0.1 -0.2
0.0 0.1 -0.2
0.1 0.0 0.2
0.1 0.0 0.0
0.4 0.3 -0.3

no.,energy (eV)
1,-15609.707
2,-148791.199